The following is a quantum chemistry calculation of a structure of composition C27H29F6GeN4O8PtS2 in a non-equilibrium geometry, from OMol25.

Output
charge	+3
LUMO level (alpha / beta)	-9.65 / -13.54	eV
spin multiplicity	5
max |F|	0.0851	Eh/bohr
ΔE to the lowest compared entry with this formula, charge and spin	3.924	eV
expectation value of S²	6.058

Structure (XYZ):
```
78
Properties=species:S:1:pos:R:3:forces:R:3
Pt -2.25454 1.28254 0.59007 0.432 -2.344 -0.666
O 3.98191 -2.54606 1.83808 0.630 -0.527 1.571
C 3.80458 -2.26291 0.59559 -0.896 1.139 -3.621
O 2.55766 -1.75589 0.39456 0.432 -1.087 0.205
C 4.76598 -2.32234 -0.49913 -1.865 0.794 1.784
C 6.05671 -2.78774 -0.13937 3.736 -1.086 0.330
C 7.13523 -2.75045 -1.01423 0.989 -0.332 0.079
C 6.87319 -2.42252 -2.34153 -1.743 0.617 -1.675
O 7.58334 -2.52787 -3.49080 0.320 -0.071 -0.060
C 6.74751 -2.31733 -4.66362 -0.048 1.402 3.706
O 5.45882 -1.82821 -4.05367 0.556 -0.116 -0.371
C 5.51813 -1.96428 -2.74270 1.610 -0.758 0.565
C 4.52687 -1.78886 -1.78685 0.598 -1.034 -0.012
H 6.34705 -3.23770 0.84008 -0.979 0.756 -0.677
H 8.19066 -2.99294 -0.71687 -1.370 -0.001 -0.187
H 6.57638 -3.25560 -5.09532 -0.444 -1.202 -0.887
H 7.22422 -1.56492 -5.28030 -0.344 0.138 -0.113
H 3.57782 -1.49809 -2.09977 -1.502 0.596 -0.245
Ge 2.27695 -1.85092 2.29988 0.744 -1.061 -1.682
C 1.28461 -3.35457 3.05738 0.302 -0.751 0.301
C 1.84887 -4.68785 3.22644 -3.336 0.835 0.561
C 1.03384 -5.72007 3.79075 -0.537 2.944 1.441
C -0.20323 -5.25935 4.39903 0.932 -2.550 -0.470
C -0.74011 -4.02735 4.16000 0.052 -0.695 0.611
C -0.01705 -3.08708 3.49589 1.048 -0.018 -0.607
C 2.39529 0.05466 2.43662 -1.214 -1.789 1.279
C 2.10682 0.51731 3.71131 0.407 0.230 0.111
C 2.15642 1.86361 3.98011 -1.644 -0.034 -0.411
C 2.19159 2.72515 2.86197 1.065 0.602 2.141
C 2.57407 2.23236 1.61953 -0.097 1.166 -0.857
C 2.62418 0.87326 1.35692 0.236 0.625 0.559
H -1.89987 1.42127 2.07888 0.319 -0.324 -0.199
H 2.83455 -4.82182 2.94062 1.744 -0.591 -0.582
H 1.38949 -6.70681 4.07527 0.145 0.184 -0.507
H -0.80006 -5.93346 5.05888 0.751 0.325 -0.789
H -1.68697 -3.83687 4.60684 -0.618 0.470 0.064
H -0.48505 -2.15731 3.33563 -0.249 1.272 -0.214
H 1.79554 -0.13726 4.51623 0.372 -0.289 -0.006
H 1.90048 2.08331 5.02391 0.284 0.870 -0.630
H 2.07413 3.79443 3.12853 0.280 -0.601 -0.823
H 2.86772 2.94224 0.82602 -0.508 -0.376 0.400
H 2.82279 0.47781 0.38349 0.218 -0.053 -0.273
F -0.06258 -3.10703 0.06468 -0.476 0.105 0.291
C -0.70769 -2.80370 -1.03396 1.064 0.036 -1.659
F 0.11715 -2.14921 -1.86138 -0.357 0.136 0.382
F -1.13194 -3.88832 -1.65380 -0.205 0.255 0.416
S -2.19668 -1.74690 -0.66905 0.142 2.103 -0.518
O -1.64892 -0.66639 0.24343 0.160 0.322 0.320
O -3.10601 -2.61764 -0.08708 -1.357 -1.315 1.123
N -2.73909 -1.10401 -1.99520 -0.067 0.893 -0.274
S -3.06413 0.33504 -2.54177 -0.447 -1.788 -0.763
O -3.11105 1.37026 -1.46146 0.368 0.063 -0.168
O -2.33083 0.62612 -3.73344 -0.400 0.605 0.711
C -4.95333 0.33560 -3.06045 -0.283 -1.940 0.837
F -5.70205 0.06076 -1.96247 0.903 -0.307 -0.657
F -5.37781 1.53754 -3.43462 0.766 -0.122 -0.718
F -5.12323 -0.61777 -3.99692 0.186 1.727 1.188
C -1.61618 4.54231 -1.52695 0.910 -1.656 1.862
N -2.98176 4.04761 -1.57162 0.274 0.692 -0.420
C -3.59400 4.07574 -2.89718 0.319 1.043 -0.383
C -3.66680 3.60669 -0.40369 1.193 -0.771 1.305
N -2.93821 2.97384 0.69409 -1.629 3.886 -1.173
N -4.92729 3.88384 -0.25490 0.279 -0.954 0.407
C -5.73942 3.05924 0.71751 -0.212 -0.446 -0.294
C -5.49587 5.04427 -0.94358 -1.183 -0.065 -1.429
H -1.55538 5.52156 -1.95999 -0.017 0.286 -1.072
H -0.91989 3.73892 -1.96998 -0.893 1.341 0.319
H -1.34834 4.71211 -0.46918 0.080 -0.449 -0.422
H -2.96128 3.60545 -3.66453 0.289 0.101 0.473
H -3.84426 5.11764 -3.26935 0.659 -0.811 0.662
H -4.48829 3.55141 -2.83919 -1.544 -0.993 -0.101
H -2.98260 3.63348 1.50555 0.023 -1.075 -0.595
H -5.29356 2.04915 0.90211 0.248 1.322 0.109
H -6.66879 2.75573 0.20555 0.046 0.864 0.119
H -5.91727 3.68060 1.61425 -0.062 -0.580 -0.367
H -4.65473 5.70922 -1.17530 -0.694 0.083 0.066
H -6.25158 5.54937 -0.31704 0.492 -0.328 -0.038
H -6.03278 4.71397 -1.89742 0.615 0.464 1.319
```
Forces are in eV/Å.

=====

The following is a quantum chemistry calculation of an isolated molecule of C4H13N3 in a non-equilibrium geometry, from OMol25.

Output
charge	0
LUMO level	1.21	eV
spin multiplicity	1
max |F|	0.0658	Eh/bohr
ΔE to the lowest compared entry with this formula, charge and spin	1.569	eV
SMILES	NCC[C@H](N)CN

Structure (XYZ):
```
20
Properties=species:S:1:pos:R:3:forces:R:3
N 2.43279 1.13481 0.58818 -0.598 -0.338 -0.109
C 1.37050 0.36253 1.29053 1.716 0.069 -0.047
C 0.65166 -0.50171 0.24556 -0.340 1.190 -0.483
C -0.68511 0.19986 -0.07103 -2.203 -0.042 0.749
N -1.46744 0.03033 1.16074 0.552 1.015 0.146
C -1.60529 -0.42313 -1.14024 1.549 -1.094 -2.800
N -0.76170 -0.92037 -2.27594 -0.778 -0.348 1.189
H 2.04291 1.93389 0.10371 0.255 0.111 0.220
H 3.20963 1.38678 1.17872 -0.177 0.290 0.084
H 0.76623 0.98626 1.95109 -0.512 -0.049 -0.441
H 1.91820 -0.26917 1.97418 0.167 -0.452 0.227
H 1.36942 -0.49739 -0.59595 -0.608 -0.396 0.294
H 0.44149 -1.52406 0.58633 0.091 0.206 -0.156
H -0.58705 1.30200 -0.26091 0.413 -0.849 0.022
H -2.35888 0.48096 1.24500 0.028 -0.263 0.202
H -1.15315 -0.65297 1.81922 -0.374 0.005 0.144
H -2.13372 -1.27692 -0.70186 0.240 0.124 0.087
H -2.37180 0.16979 -1.68565 0.260 0.581 1.330
H 0.18873 -0.62470 -2.35960 -0.078 0.073 -0.308
H -1.26744 -1.29680 -3.05208 0.396 0.167 -0.353
```
Forces are in eV/Å.

=====

The following is a quantum chemistry calculation of a structure of composition C45H45N9O3STa in a non-equilibrium geometry, from OMol25.

Output
charge	+1
LUMO level	-2.21	eV
spin multiplicity	1
max |F|	0.0442	Eh/bohr
ΔE to the lowest compared entry with this formula, charge and spin	1.380	eV

Structure (XYZ):
```
104
Properties=species:S:1:pos:R:3:forces:R:3
Ta 0.15355 -0.10195 0.19077 -0.514 1.733 1.381
C 3.40357 -2.40158 6.51454 0.040 -0.042 0.050
C 2.85328 -1.67343 5.32134 -0.060 -0.055 -0.071
C 3.10721 -0.32171 5.10068 0.010 0.040 0.010
C 2.58813 0.33120 4.00762 0.030 -0.016 0.018
C 1.78952 -0.31485 3.04346 0.116 -0.062 -0.031
N 1.35096 0.35196 1.91962 0.331 -0.102 0.133
C 2.13242 1.47014 1.53340 0.065 -0.173 -0.012
C 3.50715 1.38407 1.29122 0.021 0.057 -0.026
C 4.22704 2.49554 0.90957 -0.028 0.084 -0.025
C 3.61272 3.73716 0.71204 -0.020 -0.055 0.011
C 4.39091 4.91986 0.21169 0.043 0.039 0.008
C 2.25034 3.83411 0.94461 0.028 -0.097 -0.008
C 1.54387 2.71588 1.36445 0.006 0.150 -0.008
N 0.17786 2.81231 1.70279 0.005 -0.052 0.123
C -0.43595 3.71667 2.49359 0.078 -0.037 0.019
C -1.71957 3.27234 2.69593 -0.002 -0.051 0.009
C -1.79243 2.06109 1.99257 -0.100 -0.010 0.026
N -0.64176 1.79661 1.39295 0.174 0.022 -0.272
C 1.48424 -1.65181 3.31309 -0.126 -0.152 -0.048
C 2.02476 -2.31040 4.41751 0.035 0.086 0.022
N 0.55241 -2.38174 2.49792 0.106 0.103 -0.081
C 0.09688 -3.61967 2.74961 0.066 0.043 0.094
C -0.98993 -3.86950 1.94543 -0.010 0.007 0.001
C -1.14578 -2.70835 1.21516 -0.019 -0.127 -0.020
N -0.21209 -1.80120 1.53219 0.149 -0.403 -0.049
H 4.33484 -1.95131 6.85604 -0.003 0.014 -0.006
H 2.70159 -2.37874 7.35057 -0.002 0.018 0.001
H 3.60500 -3.44806 6.28482 -0.009 0.000 -0.010
H 3.72449 0.23130 5.79847 0.002 -0.010 0.011
H 2.81420 1.37903 3.86983 -0.006 0.013 -0.016
H 3.99375 0.42577 1.41288 0.011 0.004 0.009
H 5.28986 2.40200 0.72467 0.003 -0.015 -0.005
H 5.45203 4.82009 0.43531 -0.006 -0.015 0.007
H 4.29021 5.01431 -0.87131 -0.001 -0.007 -0.006
H 4.03529 5.84790 0.65906 -0.010 0.001 -0.006
H 1.72668 4.77098 0.79248 0.003 0.013 0.006
H 0.10129 4.57343 2.86264 -0.019 0.017 -0.002
H -2.48895 3.74160 3.28219 -0.012 -0.006 -0.005
H -2.61418 1.37735 1.90913 0.019 0.029 0.005
H 1.80080 -3.35236 4.58998 0.013 0.003 0.043
H 0.53584 -4.23136 3.51339 -0.010 -0.043 -0.037
H -1.58274 -4.76557 1.91236 -0.009 0.001 -0.016
H -1.87061 -2.47126 0.46515 -0.038 0.006 -0.024
O 3.57520 0.63527 -1.64200 -0.011 0.056 0.071
S 2.53890 -0.34108 -1.53386 -0.504 -0.256 0.165
O 2.27666 -0.96089 -0.21267 0.281 -0.326 0.042
N 1.04400 0.21265 -1.73717 0.125 0.151 -0.667
C 0.75451 1.04840 -2.85111 0.014 -0.238 0.203
C 1.11172 0.75383 -4.13702 -0.045 0.101 -0.191
C 0.80169 1.64375 -5.19233 0.009 -0.035 0.093
C 0.12674 2.80152 -4.95082 -0.015 0.019 0.016
C -0.25239 3.13155 -3.62691 -0.026 0.085 -0.090
C -0.94186 4.32107 -3.30086 0.016 -0.036 0.034
C -1.24965 4.57170 -1.99682 0.026 -0.044 0.028
C -0.86524 3.63364 -1.01586 -0.117 0.080 0.008
N -0.22950 2.51990 -1.27495 -0.038 -0.045 -0.035
C 0.07239 2.25899 -2.57043 0.013 0.014 0.003
C 2.97107 -1.62655 -2.65678 0.177 -0.039 -0.033
C 4.33245 -1.89970 -2.76678 -0.060 -0.060 -0.029
C 4.74413 -2.93713 -3.58710 0.010 0.016 0.012
C 3.80852 -3.67249 -4.30229 0.015 0.013 0.016
C 2.45849 -3.37104 -4.20081 -0.028 -0.027 -0.012
C 2.02836 -2.34816 -3.36892 0.032 -0.016 -0.032
H 1.63498 -0.16042 -4.37248 0.002 0.036 0.021
H 1.10268 1.38545 -6.19838 0.001 -0.001 -0.007
H -0.12348 3.48236 -5.75428 0.000 -0.003 -0.008
H -1.21355 5.01393 -4.08755 0.005 0.002 -0.007
H -1.77321 5.46814 -1.69554 -0.011 0.004 -0.018
H -1.11623 3.83604 0.01898 -0.008 -0.027 -0.029
H 5.05385 -1.30472 -2.22558 -0.006 0.023 0.018
H 5.79840 -3.16100 -3.67740 0.001 -0.005 -0.002
H 4.13570 -4.47448 -4.95070 -0.003 -0.004 -0.004
H 1.73452 -3.93601 -4.77359 -0.010 0.004 0.003
H 0.98176 -2.09908 -3.28151 -0.019 -0.024 0.046
O -0.58407 -2.35970 -1.86937 0.255 -0.440 0.149
C -0.75006 -3.77354 -1.92520 -0.124 0.092 -0.028
C 0.50075 -4.50256 -1.48417 -0.055 0.090 -0.107
C 0.79886 -5.74732 -2.02831 0.005 0.026 0.015
C 1.95125 -6.39299 -1.61584 -0.036 0.007 -0.016
C 2.76996 -5.76653 -0.68896 0.051 -0.007 0.013
C 2.38541 -4.52708 -0.20482 -0.033 0.017 -0.024
N 1.26842 -3.90820 -0.58168 -0.009 0.106 0.093
H -1.43418 -1.94286 -1.70580 -0.038 0.084 -0.061
H -0.99887 -4.07961 -2.94615 0.006 -0.021 -0.009
H -1.58719 -4.08684 -1.28987 0.014 0.006 0.036
H 0.14597 -6.18712 -2.77172 0.002 -0.016 -0.004
H 2.21491 -7.36076 -2.02170 0.001 -0.006 -0.002
H 3.69015 -6.22356 -0.35200 -0.003 -0.001 0.005
H 3.00010 -3.99742 0.51515 0.013 0.013 0.018
C -3.45230 1.22323 -0.84823 -0.108 0.074 -0.008
C -3.05139 -0.14943 -0.30198 0.236 -0.094 0.129
C -3.47761 -1.17272 -1.36386 -0.009 -0.077 -0.104
C -3.80167 -0.45884 1.01728 -0.107 -0.064 0.067
N -1.60270 -0.17584 -0.10973 -0.410 -0.220 -1.004
H -4.53334 1.24565 -1.00337 0.009 0.004 -0.019
H -2.96175 1.41859 -1.80244 0.046 -0.015 -0.003
H -3.19701 2.02493 -0.16047 0.050 0.031 0.019
H -4.55586 -1.12235 -1.52180 0.001 0.038 0.032
H -3.26549 -2.20514 -1.06846 0.017 -0.004 0.037
H -3.00461 -0.95814 -2.32588 0.042 -0.004 0.011
H -4.53475 -1.25526 0.88117 -0.006 0.014 -0.014
H -4.35163 0.41052 1.38016 -0.018 0.006 -0.008
H -3.12056 -0.77821 1.80573 0.034 -0.007 -0.034
```
Forces are in eV/Å.